The following is a quantum chemistry calculation of the molecule CH4ClOP in a non-equilibrium geometry, from OMol25.

Each atom is followed by the atoms it is bonded to, with distances in Å.
Element x y z (Å)
1 C 0.337 0.424 -0.237  P3 1.851, H5 1.196, H6 1.004, H7 1.133
2 O -1.530 -0.674 1.293  P3 1.889, H8 0.964
3 P 0.009 0.382 1.584  C1 1.851, O2 1.889, Cl4 2.034
4 Cl -0.907 2.182 1.832  P3 2.034
5 H -0.250 -0.515 -0.687  C1 1.196
6 H 1.281 0.303 -0.559  C1 1.004
7 H -0.025 1.450 -0.554  C1 1.133
8 H -2.335 -0.622 1.819  O2 0.964

## Properties
SMILES ... CP(O)Cl
Molecular weight ... 98.469 g mol⁻¹
LUMO energy ... 0.73 eV
Largest force on an atom ... 4.9 eV Å⁻¹

The following is a quantum chemistry calculation of a cluster of 8 separate species, C48H120N8 in total in a non-equilibrium geometry, from OMol25.

Each atom is followed by the atoms it is bonded to, with distances in Å.
Element x y z (Å)
1 C 5.201 -0.146 -3.906  C2 1.505, H8 1.104, H9 1.065, H10 1.089
2 C 5.805 -1.440 -4.382  C1 1.505, N3 1.430, H11 1.110, H12 1.095
3 N 5.389 -2.568 -3.608  C2 1.430, C4 1.400, C6 1.497
4 C 5.785 -2.463 -2.270  N3 1.400, C5 1.508, H13 1.177, H14 1.086
5 C 5.451 -3.625 -1.368  C4 1.508, H15 1.120, H16 1.122, H17 1.103
6 C 5.976 -3.787 -4.249  N3 1.497, C7 1.504, H18 1.085, H19 1.111
7 C 5.022 -4.541 -5.133  C6 1.504, H20 1.102, H21 1.114, H22 1.064
8 H 4.105 -0.269 -3.880  C1 1.104
9 H 5.408 0.663 -4.569  C1 1.065
10 H 5.506 0.166 -2.909  C1 1.089
11 H 5.654 -1.494 -5.480  C2 1.110
12 H 6.887 -1.313 -4.278  C2 1.095
13 H 6.909 -2.112 -2.278  C4 1.177
14 H 5.339 -1.574 -1.836  C4 1.086
15 H 4.453 -4.044 -1.656  C5 1.120
16 H 6.201 -4.446 -1.514  C5 1.122
17 H 5.358 -3.372 -0.298  C5 1.103
18 H 6.228 -4.474 -3.448  C6 1.085
19 H 6.927 -3.646 -4.805  C6 1.111
20 H 4.658 -3.861 -5.921  C7 1.102
21 H 4.135 -4.955 -4.600  C7 1.114
22 H 5.531 -5.360 -5.581  C7 1.064
23 C -3.315 -3.678 0.067  C24 1.515, H30 1.116, H31 1.133, H32 1.083
24 C -2.055 -3.819 0.895  C23 1.515, N25 1.539, H33 1.131, H34 1.107
25 N -2.372 -4.321 2.314  C24 1.539, C26 1.425, C28 1.427
26 C -1.270 -4.015 3.163  N25 1.425, C27 1.461, H35 1.130, H36 1.119
27 C -1.471 -4.500 4.527  C26 1.461, H37 1.076, H38 1.090, H39 1.124
28 C -2.925 -5.637 2.286  N25 1.427, C29 1.550, H40 1.085, H41 1.106
29 C -2.022 -6.844 1.924  C28 1.550, H42 1.089, H43 1.060, H44 1.049
30 H -4.198 -3.189 0.544  C23 1.116
31 H -3.774 -4.640 -0.318  C23 1.133
32 H -3.119 -3.157 -0.862  C23 1.083
33 H -1.422 -4.598 0.373  C24 1.131
34 H -1.578 -2.821 0.921  C24 1.107
35 H -0.264 -4.294 2.730  C26 1.130
36 H -1.158 -2.902 3.222  C26 1.119
37 H -1.734 -5.541 4.603  C27 1.076
38 H -0.676 -4.444 5.270  C27 1.090
39 H -2.261 -3.860 5.005  C27 1.124
40 H -3.752 -5.576 1.585  C28 1.085
41 H -3.395 -5.857 3.263  C28 1.106
42 H -1.439 -7.133 2.797  C29 1.089
43 H -1.415 -6.746 1.061  C29 1.060
44 H -2.609 -7.683 1.696  C29 1.049
45 C -4.576 3.557 4.608  C46 1.506, H52 1.115, H53 1.059, H54 1.099
46 C -4.176 4.340 3.386  C45 1.506, N47 1.429, H55 1.081, H56 1.154
47 N -4.813 3.953 2.166  C46 1.429, C48 1.484, C50 1.406
48 C -4.743 2.503 1.857  N47 1.484, C49 1.497, H57 1.068, H58 1.084
49 C -3.390 2.006 1.451  C48 1.497, H59 1.033, H60 1.101, H61 1.137
50 C -4.553 4.780 1.060  N47 1.406, C51 1.497, H62 1.131, H63 1.102
51 C -5.550 4.632 -0.047  C50 1.497, H64 1.095, H65 1.131, H66 1.076
52 H -3.832 3.909 5.360  C45 1.115
53 H -4.382 2.516 4.615  C45 1.059
54 H -5.605 3.765 4.931  C45 1.099
55 H -4.524 5.356 3.508  C46 1.081
56 H -3.029 4.334 3.255  C46 1.154
57 H -5.171 1.962 2.671  C48 1.068
58 H -5.423 2.291 1.040  C48 1.084
59 H -2.739 2.193 2.231  C49 1.033
60 H -3.380 1.020 0.961  C49 1.101
61 H -2.982 2.742 0.687  C49 1.137
62 H -3.523 4.622 0.622  C50 1.131
63 H -4.531 5.819 1.428  C50 1.102
64 H -5.457 5.411 -0.810  C51 1.095
65 H -6.572 4.493 0.418  C51 1.131
66 H -5.392 3.695 -0.552  C51 1.076
67 C -3.192 -1.205 -3.603  C68 1.499, H74 1.136, H75 1.087, H76 1.080
68 C -1.794 -1.705 -3.809  C67 1.499, N69 1.418, H77 1.103, H78 1.105
69 N -0.955 -0.759 -4.450  C68 1.418, C70 1.434, C72 1.447
70 C 0.456 -0.745 -4.197  N69 1.434, C71 1.548, H79 1.070, H80 1.112
71 C 1.173 -2.095 -4.442  C70 1.548, H81 1.094, H82 1.107, H83 1.087
72 C -1.243 -0.373 -5.815  N69 1.447, C73 1.496, H84 1.119, H85 1.155
73 C -1.495 1.094 -5.962  C72 1.496, H86 1.147, H87 1.132, H88 1.120
74 H -3.129 -0.351 -2.856  C67 1.136
75 H -3.807 -2.027 -3.247  C67 1.087
76 H -3.532 -0.787 -4.539  C67 1.080
77 H -1.438 -1.962 -2.797  C68 1.103
78 H -1.831 -2.679 -4.328  C68 1.105
79 H 0.928 -0.032 -4.839  C70 1.070
80 H 0.635 -0.421 -3.148  C70 1.112
81 H 0.609 -2.874 -3.921  C71 1.094
82 H 1.084 -2.438 -5.490  C71 1.107
83 H 2.198 -2.103 -4.080  C71 1.087
84 H -2.096 -0.990 -6.191  C72 1.119
85 H -0.425 -0.763 -6.532  C72 1.155
86 H -2.467 1.351 -5.411  C73 1.147
87 H -1.588 1.252 -7.079  C73 1.132
88 H -0.638 1.754 -5.673  C73 1.120
89 C 2.995 5.064 0.521  C90 1.562, H96 1.088, H97 1.081, H98 1.072
90 C 2.409 6.504 0.677  C89 1.562, N91 1.489, H99 1.119, H100 1.109
91 N 1.024 6.553 0.129  C90 1.489, C92 1.486, C94 1.461
92 C 0.131 5.517 0.710  N91 1.486, C93 1.516, H101 1.054, H102 1.093
93 C 0.128 5.523 2.226  C92 1.516, H103 1.080, H104 1.088, H105 1.153
94 C 0.939 6.535 -1.329  N91 1.461, C95 1.486, H106 1.109, H107 1.068
95 C 1.450 7.772 -1.972  C94 1.486, H108 1.084, H109 1.114, H110 1.107
96 H 3.343 4.847 -0.487  C89 1.088
97 H 2.346 4.235 0.764  C89 1.081
98 H 3.804 4.924 1.210  C89 1.072
99 H 2.389 6.789 1.758  C90 1.119
100 H 3.049 7.252 0.166  C90 1.109
101 H -0.862 5.660 0.388  C92 1.054
102 H 0.347 4.480 0.443  C92 1.093
103 H -0.559 4.742 2.519  C93 1.080
104 H 1.147 5.305 2.540  C93 1.088
105 H -0.348 6.481 2.657  C93 1.153
106 H -0.147 6.440 -1.534  C94 1.109
107 H 1.458 5.666 -1.668  C94 1.068
108 H 1.204 7.651 -3.021  C95 1.084
109 H 2.536 7.898 -1.758  C95 1.114
110 H 0.887 8.655 -1.612  C95 1.107
111 C 6.699 1.520 1.667  C112 1.534, H118 1.088, H119 1.092, H120 1.126
112 C 6.212 0.092 1.390  C111 1.534, N113 1.477, H121 1.114, H122 1.057
113 N 6.112 -0.639 2.670  C112 1.477, C114 1.468, C116 1.459
114 C 6.001 -2.094 2.501  N113 1.468, C115 1.463, H123 1.125, H124 1.102
115 C 7.265 -2.704 2.088  C114 1.463, H125 1.073, H126 1.038, H127 1.122
116 C 5.065 -0.195 3.583  N113 1.459, C117 1.509, H128 1.094, H129 1.089
117 C 3.748 0.103 2.909  C116 1.509, H130 1.082, H131 1.066, H132 1.124
118 H 7.491 1.302 2.379  C111 1.088
119 H 5.941 2.165 2.119  C111 1.092
120 H 7.186 1.913 0.730  C111 1.126
121 H 5.287 0.094 0.771  C112 1.114
122 H 6.961 -0.374 0.808  C112 1.057
123 H 5.708 -2.548 3.488  C114 1.125
124 H 5.184 -2.219 1.773  C114 1.102
125 H 7.996 -2.348 2.788  C115 1.073
126 H 7.210 -3.736 2.194  C115 1.038
127 H 7.682 -2.461 1.075  C115 1.122
128 H 5.510 0.723 3.975  C116 1.094
129 H 4.961 -0.872 4.429  C116 1.089
130 H 3.764 1.051 2.387  C117 1.082
131 H 3.044 0.244 3.696  C117 1.066
132 H 3.434 -0.689 2.176  C117 1.124
133 C 2.053 -1.833 0.074  C134 1.479, H140 1.101, H141 1.085, H142 1.118
134 C 1.319 -0.598 0.428  C133 1.479, N135 1.416, H143 1.078, H144 1.125
135 N 0.911 0.141 -0.709  C134 1.416, C136 1.460, C138 1.485
136 C 0.215 1.389 -0.410  N135 1.460, C137 1.541, H145 1.108, H146 1.140
137 C -0.752 1.677 -1.575  C136 1.541, H147 1.093, H148 1.157, H149 1.098
138 C 2.068 0.491 -1.572  N135 1.485, C139 1.503, H150 1.119, H151 1.078
139 C 3.306 1.037 -0.918  C138 1.503, H152 1.138, H153 1.122, H154 1.063
140 H 2.132 -2.347 1.044  C133 1.101
141 H 3.011 -1.652 -0.401  C133 1.085
142 H 1.448 -2.543 -0.541  C133 1.118
143 H 0.400 -0.737 0.974  C134 1.078
144 H 1.943 0.080 1.073  C134 1.125
145 H -0.400 1.309 0.509  C136 1.108
146 H 0.940 2.228 -0.145  C136 1.140
147 H -1.425 2.496 -1.308  C137 1.093
148 H -0.139 2.090 -2.464  C137 1.157
149 H -1.311 0.771 -1.843  C137 1.098
150 H 1.681 1.184 -2.361  C138 1.119
151 H 2.345 -0.417 -2.083  C138 1.078
152 H 3.251 2.153 -0.706  C139 1.138
153 H 4.306 0.863 -1.395  C139 1.122
154 H 3.397 0.525 0.010  C139 1.063
155 C -5.358 -1.049 4.279  C156 1.529, H162 1.069, H163 1.103, H164 1.081
156 C -5.306 -1.312 2.774  C155 1.529, N157 1.483, H165 1.105, H166 1.112
157 N -6.475 -0.782 2.032  C156 1.483, C158 1.501, C160 1.406
158 C -6.601 -1.273 0.619  N157 1.501, C159 1.513, H167 1.075, H168 1.089
159 C -5.578 -0.688 -0.330  C158 1.513, H169 1.124, H170 1.089, H171 1.106
160 C -7.684 -0.866 2.743  N157 1.406, C161 1.480, H172 1.051, H173 1.101
161 C -8.124 -2.272 2.880  C160 1.480, H174 1.116, H175 1.157, H176 1.062
162 H -5.485 -0.009 4.491  C155 1.069
163 H -4.390 -1.393 4.679  C155 1.103
164 H -6.065 -1.671 4.811  C155 1.081
165 H -4.354 -0.834 2.481  C156 1.105
166 H -5.165 -2.383 2.509  C156 1.112
167 H -6.591 -2.344 0.535  C158 1.075
168 H -7.592 -0.990 0.271  C158 1.089
169 H -5.713 0.392 -0.610  C159 1.124
170 H -4.571 -0.807 0.068  C159 1.089
171 H -5.719 -1.297 -1.244  C159 1.106
172 H -8.468 -0.406 2.215  C160 1.051
173 H -7.686 -0.388 3.736  C160 1.101
174 H -9.012 -2.252 3.556  C161 1.116
175 H -7.349 -2.925 3.436  C161 1.157
176 H -8.355 -2.700 1.936  C161 1.062

## Properties
SMILES ... CCN(CC)CC.CCN(CC)CC.CCN(CC)CC.CCN(CC)CC.CCN(CC)CC.CCN(CC)CC.CCN(CC)CC.CCN(CC)CC
Molecular weight ... 809.544 g mol⁻¹
LUMO energy ... 0.58 eV
Largest force on an atom ... 3.6 eV Å⁻¹